(1)
ORCA calculation (wB97M-V/def2-TZVPD) on C5H6O2 in the gas phase.

Each line ends with the natural charge from an NBO analysis.
Element x y z (Å)
1 C -0.607 -2.667 -0.807  -0.19
2 C 0.047 -1.699 -0.500  -0.04
3 C -0.036 -0.296 -0.008  0.03
4 C 0.633 0.152 1.285  -0.64
5 O 0.235 0.571 -1.124  -0.49
6 C 0.008 1.880 -0.971  0.65
7 O -0.444 2.441 -0.006  -0.58
8 H -1.341 -3.421 -1.015  0.24
9 H -1.103 -0.202 0.219  0.21
10 H 1.602 0.630 1.130  0.22
11 H 0.724 -0.678 1.988  0.23
12 H -0.042 0.902 1.702  0.24
13 H 0.324 2.387 -1.891  0.12

Values from the calculation:
frontier orbital gap = 11.0 eV
max |F| = 1.3 eV/Å
energy above the lowest of the compared OMol25 structures with the same formula, charge and spin = 254.0 kJ/mol
total energy = -344.5052 Ha

=====

(2)
ORCA calculation (wB97M-V/def2-TZVPD) on an isolated ion of composition CH3N2O2S and charge -1.

Each line ends with the natural charge from an NBO analysis.
Element x y z (Å)
1 C 0.324 -0.635 -0.167  -0.51
2 N 1.918 0.943 0.644  -0.49
3 N 1.086 0.532 -0.267  -0.18
4 O -2.093 1.028 -0.623  -0.99
5 O -2.535 -1.239 0.179  -1.00
6 S -1.705 -0.030 0.339  1.53
7 H 0.734 -1.338 0.605  0.15
8 H 0.242 -1.185 -1.166  0.20
9 H 2.029 1.924 0.457  0.30

Values from the calculation:
frontier orbital gap = 7.7 eV
max |F| = 3.8 eV/Å
energy above the lowest of the compared OMol25 structures with the same formula, charge and spin = 226.2 kJ/mol
total energy = -698.0516 Ha
total charge = -1

=====

(3)
ORCA calculation (wB97M-V/def2-TZVPD) on C4H5NO2 in the gas phase.

Each line ends with the natural charge from an NBO analysis.
Element x y z (Å)
1 N 1.871 1.238 0.439  -0.83
2 C 0.807 0.354 0.274  0.45
3 C -0.442 0.540 -0.231  -0.42
4 C -1.005 -0.767 -0.374  0.22
5 O -2.234 -1.083 -0.866  -0.66
6 C -0.081 -1.650 0.071  -0.01
7 O 1.051 -0.973 0.451  -0.41
8 H 2.102 1.506 1.387  0.38
9 H 1.774 2.053 -0.152  0.38
10 H -0.904 1.483 -0.491  0.22
11 H -2.797 -0.307 -0.771  0.48
12 H -0.104 -2.724 0.179  0.21

Values from the calculation:
frontier orbital gap = 8.8 eV
max |F| = 0.4 eV/Å
energy above the lowest of the compared OMol25 structures with the same formula, charge and spin = 116.2 kJ/mol
total energy = -360.6251 Ha

=====

(4)
ORCA calculation (wB97M-V/def2-TZVPD) on a 2-piece molecular cluster, C11H26NO5S2 overall.

Each line ends with the natural charge from an NBO analysis.
Element x y z (Å)
1 C -3.485 -1.533 -1.427  -0.62
2 C -2.983 -0.460 -2.397  -0.22
3 C -1.456 -0.374 -2.383  -0.59
4 C -3.703 0.902 -2.252  -0.26
5 C -2.968 2.031 -2.988  -0.60
6 C -4.058 1.268 -0.820  -0.09
7 O -3.032 0.935 0.151  -0.32
8 N -2.077 1.919 0.226  -0.45
9 S -0.964 1.511 1.650  2.24
10 C 0.686 1.413 0.996  -0.88
11 O -1.346 0.232 2.069  -0.85
12 O -1.128 2.528 2.608  -0.86
13 H -2.796 -1.610 -0.591  0.21
14 H -4.442 -1.291 -0.985  0.20
15 H -3.520 -2.508 -1.889  0.23
16 H -3.229 -0.813 -3.394  0.22
17 H -1.074 0.251 -1.577  0.14
18 H -1.106 0.042 -3.317  0.22
19 H -1.051 -1.372 -2.276  0.24
20 H -4.649 0.803 -2.776  0.24
21 H -3.618 2.894 -3.049  0.23
22 H -2.709 1.675 -3.975  0.24
23 H -2.021 2.292 -2.525  0.16
24 H -4.242 2.343 -0.778  0.18
25 H -4.983 0.815 -0.504  0.24
26 H -2.476 2.859 0.365  0.44
27 H -1.489 1.962 -0.621  0.42
28 H 0.795 1.951 0.061  0.26
29 H 0.858 0.362 0.795  0.31
30 H 1.376 1.748 1.753  0.30
31 C 4.663 -2.296 3.014  -0.41
32 C 4.878 -0.777 2.983  -0.40
33 C 5.036 -0.366 1.512  -0.67
34 S 4.112 -1.576 0.556  2.17
35 O 5.029 -2.320 -0.261  -0.92
36 O 2.942 -0.950 -0.029  -0.98
37 C 3.618 -2.592 1.943  -0.67
38 H 4.336 -2.639 3.993  0.23
39 H 5.597 -2.806 2.773  0.22
40 H 4.008 -0.277 3.417  0.20
41 H 5.748 -0.480 3.566  0.24
42 H 4.634 0.623 1.311  0.24
43 H 6.072 -0.415 1.187  0.26
44 H 3.592 -3.634 1.632  0.27
45 H 2.625 -2.269 2.255  0.23

Values from the calculation:
frontier orbital gap = 9.5 eV
max |F| = 2.9 eV/Å
total energy = -1661.6708 Ha
total charge = +1

=====

(5)
ORCA calculation (wB97M-V/def2-TZVPD) on C4H6O2 in the gas phase.

Each line ends with the natural charge from an NBO analysis.
Element x y z (Å)
1 O 1.469 -0.634 -1.117  -0.70
2 C 0.241 -0.800 -0.474  0.08
3 C 0.238 -0.345 1.020  -0.45
4 C -0.715 0.781 0.621  0.05
5 O -0.066 1.514 -0.420  -0.50
6 C -0.772 0.321 -0.768  0.01
7 H 1.648 0.317 -1.025  0.48
8 H -0.111 -1.818 -0.657  0.19
9 H -0.171 -1.060 1.740  0.22
10 H 1.238 -0.028 1.325  0.22
11 H -1.453 1.321 1.207  0.20
12 H -1.537 0.409 -1.534  0.21

Values from the calculation:
frontier orbital gap = 11.0 eV
max |F| = 0.3 eV/Å
energy above the lowest of the compared OMol25 structures with the same formula, charge and spin = 245.2 kJ/mol
total energy = -306.4129 Ha

=====

(6)
ORCA calculation (wB97M-V/def2-TZVPD) on a 2-piece molecular cluster, C4H12N2O2 overall.

Each line ends with the natural charge from an NBO analysis.
Element x y z (Å)
1 C -0.148 0.616 1.837  -0.63
2 C -1.272 -0.118 1.124  -0.04
3 C -2.069 0.760 0.175  -0.63
4 N -0.675 -1.266 0.340  -0.73
5 H 0.437 -0.076 2.449  0.23
6 H 0.517 1.092 1.111  0.21
7 H -0.553 1.392 2.479  0.25
8 H -1.947 -0.573 1.853  0.22
9 H -1.438 1.202 -0.595  0.22
10 H -2.534 1.565 0.745  0.25
11 H -2.876 0.209 -0.312  0.22
12 H -0.452 -2.055 0.941  0.43
13 H -1.290 -1.564 -0.413  0.42
14 H 0.326 -0.997 -0.162  0.45
15 N 2.820 -0.142 -2.491  -0.78
16 C 1.801 -0.062 -1.596  0.82
17 O 1.667 -0.993 -0.753  -0.60
18 O 1.008 0.925 -1.661  -0.16
19 H 3.054 0.750 -2.915  0.41
20 H 3.623 -0.664 -2.157  0.43

Values from the calculation:
frontier orbital gap (alpha / beta) = 12.8 / 7.3 eV
expectation value of S² = 0.76
max |F| = 3.9 eV/Å
energy above the lowest of the compared OMol25 structures with the same formula, charge and spin = 14.5 kJ/mol
total energy = -419.3267 Ha
total charge = +1
spin multiplicity = 2